Computed, not measured: a structure of composition C39H40ClIrN12O3S, with ωB97M-V/def2-TZVPD.

Calculated total energy in eV: -91302.81059
Frontier orbital gap in eV: 5.38

```
! RIJCOSX wB97M-V def2-TZVPD def2/J DEFGRID3
* xyz 2 1
Ir -0.49 -0.55 0.42
C 3.43 -0.18 2.39
C 2.42 -0.04 1.43
N 1.22 -0.55 1.64
C 1.01 -1.23 2.80
C 2.03 -1.35 3.73
N 3.23 -0.82 3.53
C -0.32 -1.84 2.98
C -0.77 -2.58 4.06
C -2.06 -3.13 4.04
C -2.86 -2.91 2.91
C -2.37 -2.16 1.87
N -1.14 -1.63 1.95
C -3.05 -1.84 0.59
C -4.31 -2.29 0.23
N -4.87 -1.98 -0.93
C -4.18 -1.21 -1.76
C -2.90 -0.75 -1.44
N -2.36 -1.05 -0.27
C -2.56 -3.92 5.18
C -1.72 -4.80 5.86
C -2.24 -5.53 6.92
N -3.50 -5.42 7.33
C -4.30 -4.58 6.68
C -3.88 -3.81 5.60
H 4.40 0.25 2.22
H 2.57 0.52 0.52
H 1.87 -1.87 4.66
H -0.14 -2.74 4.93
H -3.84 -3.36 2.87
H -4.89 -2.93 0.89
H -4.63 -0.96 -2.71
H -2.31 -0.13 -2.10
H -0.69 -4.95 5.56
H -1.62 -6.23 7.46
H -5.32 -4.50 7.04
H -4.57 -3.13 5.13
C 2.51 -3.88 -4.84
C 2.54 -2.89 -3.73
C 3.42 -1.85 -3.62
C 3.31 -1.00 -2.52
N 2.38 -1.18 -1.57
C 1.52 -2.16 -1.70
S 0.28 -2.54 -0.55
N 1.59 -3.00 -2.77
C 4.21 0.18 -2.35
H 3.45 -3.86 -5.40
H 1.70 -3.64 -5.54
H 2.35 -4.89 -4.47
H 4.19 -1.71 -4.36
H 0.90 -3.74 -2.83
H 5.03 0.17 -3.06
H 4.61 0.19 -1.33
H 3.64 1.10 -2.47
C -0.27 1.95 2.20
N -1.26 1.29 1.28
C -1.59 2.31 0.21
N -2.09 3.54 0.77
C -1.08 4.11 1.66
N -0.77 3.18 2.75
C -2.00 2.90 3.50
N -3.02 2.32 2.63
C -2.53 1.09 2.07
C -3.30 3.26 1.55
H 0.64 2.13 1.62
H -0.06 1.25 3.02
H -2.33 1.87 -0.46
H -0.68 2.52 -0.33
H -1.44 5.04 2.08
H -0.17 4.30 1.09
H -2.38 3.83 3.93
H -1.78 2.21 4.32
H -3.29 0.68 1.40
H -2.32 0.38 2.88
H -3.68 4.19 1.97
H -4.07 2.84 0.89
C 3.73 4.69 -3.39
C 3.13 4.05 -4.60
C 3.46 4.50 -5.87
C 2.92 3.92 -7.01
Cl 3.37 4.51 -8.57
C 2.03 2.87 -6.90
C 1.68 2.40 -5.64
C 2.23 2.98 -4.51
O 1.94 2.56 -3.22
C 1.00 1.54 -3.08
C 0.83 1.24 -1.60
O 1.50 1.77 -0.73
O -0.08 0.34 -1.39
H 3.53 5.77 -3.38
H 4.82 4.57 -3.39
H 3.34 4.27 -2.47
H 4.16 5.32 -5.98
H 1.61 2.42 -7.79
H 0.98 1.58 -5.57
H 1.34 0.61 -3.56
H 0.03 1.79 -3.51
*
```



Computed, not measured: a structure of composition C39H40N5O4PSSm in a non-equilibrium geometry, with ωB97M-V/def2-TZVPD.

Calculated total energy in eV: -94759.56278
Frontier orbital gap (alpha / beta) in eV: 6.92 / 7.02

```
! RIJCOSX wB97M-V def2-TZVPD def2/J DEFGRID3
* xyz 1 6
Sm -0.72 0.84 -0.98
C -0.62 3.55 2.99
C 0.76 2.96 2.84
C 1.44 2.47 3.92
C 2.72 1.91 3.84
C 3.44 1.52 5.10
C 3.37 1.87 2.60
C 2.70 2.41 1.47
C 3.35 2.40 0.11
C 1.44 2.98 1.62
H -0.69 4.06 3.96
H -1.37 2.68 2.92
H -0.86 4.23 2.18
H 0.94 2.45 4.89
H 2.75 1.21 5.89
H 3.96 2.42 5.43
H 4.20 0.74 4.90
H 4.36 1.42 2.44
H 4.23 1.77 0.14
H 3.69 3.40 -0.19
H 2.69 2.09 -0.70
H 0.96 3.47 0.73
O -4.48 1.07 1.02
C -3.54 0.44 0.59
N -3.08 0.24 -0.69
C -3.87 -0.07 -1.83
O -5.09 -0.18 -1.79
C -3.06 -0.23 -3.05
C -3.76 -0.63 -4.20
C -3.07 -0.66 -5.42
C -1.69 -0.40 -5.45
C -1.06 -0.06 -4.29
N -1.76 0.04 -3.10
C -2.59 -0.02 1.64
C -3.07 -0.21 2.94
C -2.17 -0.15 3.99
C -0.81 -0.10 3.74
C -0.41 -0.10 2.43
N -1.25 0.10 1.38
H -4.84 -0.77 -4.06
H -3.55 -0.84 -6.38
H -1.22 -0.41 -6.44
H 0.01 0.13 -4.23
H -4.14 -0.34 3.11
H -2.51 -0.15 5.03
H -0.04 -0.16 4.52
H 0.65 -0.08 2.21
O 1.86 -1.05 -3.46
C 1.55 -1.18 -2.30
O 0.97 -0.29 -1.54
C 1.87 -2.50 -1.52
P 1.39 -2.41 0.33
C 2.99 -2.80 1.18
C 3.57 -1.81 1.99
C 4.90 -2.00 2.39
C 5.61 -3.12 2.00
C 4.97 -4.13 1.36
C 3.68 -3.95 0.86
C 0.45 -3.93 0.55
C 0.60 -4.77 1.65
C -0.17 -5.89 1.81
C -1.05 -6.29 0.81
C -1.26 -5.46 -0.30
C -0.57 -4.25 -0.38
H 2.95 -2.65 -1.68
H 1.47 -3.44 -1.95
H 2.98 -0.91 2.19
H 5.40 -1.21 2.98
H 6.71 -3.12 2.20
H 5.48 -5.07 1.14
H 3.15 -4.77 0.32
H 1.38 -4.58 2.38
H -0.02 -6.51 2.70
H -1.56 -7.25 0.98
H -2.04 -5.72 -1.07
H -0.74 -3.65 -1.28
S 0.22 3.25 -1.78
C -1.28 3.46 -2.64
N -1.25 4.02 -3.85
C -2.45 4.42 -4.60
C -3.53 3.37 -4.35
C -3.77 3.31 -2.83
N -2.48 3.11 -2.10
H -0.39 4.37 -4.22
H -2.15 4.46 -5.68
H -2.79 5.43 -4.33
H -3.26 2.42 -4.80
H -4.46 3.72 -4.82
H -4.43 2.50 -2.56
H -4.20 4.28 -2.45
H -2.57 3.33 -1.09
*
```



> The highest calculated total energy belongs to which entry?

C39H40ClIrN12O3S